Entry 1:
DFT (ωB97M-V/def2-TZVPD) results for the molecule C22H22N2O4S.

Properties
Frontier orbital gap = 8.69 eV
SMILES string = CC(C)(C)c1ccc(-c2nnc(SCC(=O)c3ccc4c(c3)OCCO4)o2)cc1
ΔE to the lowest compared entry with this formula, charge and spin = 88.4 kJ/mol
HOMO energy = -8.65 eV

Structure (XYZ):
```
51
Properties=species:S:1:pos:R:3:nbo_charge:R:1
C 2.44 3.15 -1.99 -0.608
C 1.02 2.77 -2.42 -0.070
C 1.13 1.86 -3.65 -0.597
C 0.27 4.05 -2.80 -0.597
C 0.25 2.06 -1.32 0.002
C -1.05 1.61 -1.58 -0.181
C -1.80 0.98 -0.62 -0.175
C -1.27 0.78 0.66 -0.143
C -2.04 0.09 1.66 0.472
N -3.23 -0.44 1.51 -0.293
N -3.54 -1.04 2.66 -0.269
C -2.55 -0.86 3.47 0.255
S -2.42 -1.38 5.12 0.290
C -1.03 -2.60 5.04 -0.609
C 0.11 -2.16 4.14 0.568
O 1.08 -1.61 4.61 -0.531
C -0.04 -2.40 2.69 -0.193
C -1.10 -3.09 2.10 -0.186
C -1.22 -3.14 0.73 -0.266
C -0.28 -2.53 -0.09 0.319
C 0.83 -1.90 0.49 0.205
C 0.94 -1.84 1.86 -0.187
O 1.82 -1.34 -0.28 -0.485
C 1.80 -1.77 -1.62 -0.098
C 0.37 -1.71 -2.17 -0.099
O -0.47 -2.58 -1.44 -0.489
O -1.56 -0.12 2.90 -0.417
C 0.02 1.23 0.93 -0.154
C 0.76 1.86 -0.05 -0.223
H 2.42 3.85 -1.16 0.212
H 2.96 3.63 -2.82 0.214
H 3.01 2.27 -1.70 0.210
H 0.15 1.58 -4.03 0.208
H 1.67 0.95 -3.40 0.201
H 1.67 2.37 -4.45 0.212
H -0.72 3.83 -3.18 0.208
H 0.16 4.70 -1.93 0.214
H 0.82 4.60 -3.56 0.208
H -1.49 1.76 -2.56 0.207
H -2.80 0.62 -0.82 0.239
H -0.67 -2.64 6.07 0.257
H -1.46 -3.56 4.75 0.229
H -1.87 -3.57 2.70 0.223
H -2.05 -3.64 0.26 0.235
H 1.78 -1.32 2.31 0.249
H 2.46 -1.10 -2.17 0.202
H 2.17 -2.80 -1.69 0.182
H 0.33 -2.04 -3.21 0.202
H 0.00 -0.68 -2.08 0.194
H 0.44 1.08 1.92 0.230
H 1.76 2.18 0.20 0.222
```

Entry 2:
DFT (ωB97M-V/def2-TZVPD) results for C22H22N3S4V as an isolated structure.

Properties
Frontier orbital gap (spin up / spin down) = 5.86 / 5.84 eV
Net charge = +2
HOMO energy (spin up / spin down) = -14.27 / -14.27 eV

Structure (XYZ):
```
52
Properties=species:S:1:pos:R:3:nbo_charge:R:1
V -0.31 -0.11 1.02 0.845
C -4.17 -5.24 1.87 -0.643
C -3.39 -5.70 0.67 -0.034
C -3.46 -7.01 0.22 -0.170
C -2.72 -7.44 -0.88 -0.165
C -1.91 -6.54 -1.56 -0.197
C -1.84 -5.22 -1.15 -0.253
C -2.57 -4.82 -0.03 0.137
N -2.52 -3.45 0.39 -0.546
C -1.43 -2.71 0.55 0.662
N -0.24 -3.29 0.58 -0.548
C 1.00 -2.67 0.37 0.170
C 1.10 -1.28 0.25 -0.283
C 2.32 -0.72 -0.13 -0.223
C 3.43 -1.53 -0.32 -0.159
C 3.32 -2.90 -0.12 -0.156
C 2.12 -3.50 0.22 -0.016
C 2.01 -4.99 0.39 -0.661
N -1.51 -1.36 0.69 -0.583
C -2.68 -0.65 0.26 0.065
C -3.11 -0.85 -1.07 -0.196
C -4.33 -0.36 -1.49 -0.198
C -5.12 0.36 -0.59 -0.118
C -4.67 0.60 0.70 -0.193
C -3.46 0.11 1.15 0.005
C -3.01 0.39 2.56 -0.651
H -4.67 -6.08 2.34 0.253
H -4.95 -4.51 1.59 0.220
H -3.52 -4.77 2.61 0.221
H -4.09 -7.72 0.74 0.236
H -2.78 -8.47 -1.20 0.243
H -1.36 -6.86 -2.43 0.240
H -1.24 -4.51 -1.70 0.219
H -3.41 -3.02 0.60 0.436
H -0.25 -4.31 0.56 0.458
H 2.42 0.35 -0.26 0.233
H 4.37 -1.09 -0.62 0.247
H 4.20 -3.52 -0.25 0.243
H 2.99 -5.45 0.37 0.260
H 1.42 -5.44 -0.41 0.232
H 1.56 -5.25 1.35 0.227
H -2.47 -1.39 -1.76 0.234
H -4.66 -0.52 -2.50 0.252
H -6.08 0.74 -0.91 0.251
H -5.29 1.18 1.38 0.244
H -3.87 0.59 3.20 0.267
H -2.38 1.28 2.60 0.229
H -2.46 -0.45 2.99 0.228
S 0.66 -0.01 3.00 0.056
S 1.37 1.85 2.91 0.166
S 0.38 2.99 1.44 0.158
S -0.31 1.84 -0.03 0.052
```

Entry 3:
DFT (ωB97M-V/def2-TZVPD) results for a 4-piece molecular cluster, C22H23B3F24N2O6S2 overall.

Properties
Frontier orbital gap = 8.24 eV
SMILES string = FC(F)C(F)(F)COC(F)(F)C(F)F.FC(F)C(F)(F)COC(F)(F)C(F)F.FC(F)C(F)(F)COC(F)(F)C(F)F.S=C(SCCCB1OBOBO1)n1ccnc1
ΔE to the lowest compared entry with this formula, charge and spin = 25.1 kJ/mol
HOMO energy = -8.97 eV

Structure (XYZ):
```
82
Properties=species:S:1:pos:R:3:mulliken_charge:R:1
F -2.38 -0.59 -1.81 -0.223
C -3.05 -1.56 -1.16 0.100
F -3.91 -0.97 -0.30 -0.274
C -2.10 -2.46 -0.35 0.971
F -1.52 -1.74 0.63 -0.235
F -2.92 -3.37 0.24 -0.321
C -1.04 -3.26 -1.12 -0.885
O 0.28 -2.75 -1.15 -0.370
C 0.70 -1.87 -2.11 0.737
F -0.21 -1.70 -3.09 -0.301
F 1.81 -2.39 -2.67 -0.300
C 1.12 -0.53 -1.49 0.593
F 0.09 0.02 -0.82 -0.034
F 1.48 0.32 -2.48 -0.278
H -3.62 -2.15 -1.88 0.229
H -0.94 -4.19 -0.56 0.414
H -1.39 -3.54 -2.11 0.423
H 1.95 -0.67 -0.81 -0.212
F 7.61 -0.86 0.57 -0.214
C 8.27 0.21 1.05 0.096
F 9.48 -0.21 1.50 -0.270
C 7.51 0.85 2.22 0.886
F 7.45 -0.01 3.26 -0.276
F 8.28 1.91 2.60 -0.329
C 6.12 1.43 1.93 -0.713
O 5.00 0.64 2.28 -0.362
C 4.45 -0.27 1.42 0.798
F 4.98 -0.19 0.18 -0.295
F 3.14 0.05 1.29 -0.285
C 4.50 -1.69 1.97 0.182
F 5.77 -2.06 2.21 -0.230
F 3.97 -2.53 1.04 -0.246
H 8.43 0.94 0.25 0.295
H 6.04 2.29 2.60 0.384
H 6.05 1.82 0.92 0.345
H 3.92 -1.76 2.89 0.254
F -4.39 -7.58 1.09 -0.196
C -5.47 -8.38 1.25 0.075
F -5.05 -9.52 1.84 -0.269
C -6.11 -8.72 -0.09 0.878
F -5.26 -9.45 -0.84 -0.273
F -7.17 -9.52 0.22 -0.327
C -6.69 -7.57 -0.93 -0.692
O -5.90 -7.08 -1.99 -0.395
C -4.99 -6.07 -1.81 0.821
F -5.06 -5.52 -0.60 -0.259
F -5.28 -5.10 -2.71 -0.333
C -3.57 -6.54 -2.14 0.094
F -3.20 -7.57 -1.36 -0.223
F -2.72 -5.50 -1.90 -0.134
H -6.19 -7.89 1.91 0.284
H -7.55 -8.01 -1.43 0.392
H -7.07 -6.77 -0.30 0.327
H -3.49 -6.84 -3.18 0.213
S 1.85 2.77 -0.18 -0.080
C 1.48 4.09 0.66 -0.125
S 0.01 4.27 1.62 -0.179
C -1.23 3.50 0.54 -0.474
C -2.47 4.38 0.22 -0.863
C -2.42 5.85 0.64 -0.726
B -1.58 6.77 -0.32 0.564
O -0.23 7.01 -0.12 -0.162
B 0.04 8.35 0.00 0.522
O -0.81 9.26 -0.60 -0.601
B -1.79 8.76 -1.45 0.577
O -2.17 7.45 -1.37 -0.604
N 2.32 5.22 0.71 0.494
C 2.77 5.96 -0.35 -0.153
C 3.54 6.95 0.20 -0.734
N 3.58 6.83 1.56 -0.643
C 2.84 5.80 1.84 -0.178
H -0.74 3.20 -0.38 0.267
H -1.55 2.58 1.02 0.497
H -3.31 3.92 0.72 0.357
H -2.66 4.31 -0.84 0.325
H -2.12 5.98 1.68 0.470
H -3.44 6.22 0.58 0.301
H 0.98 8.73 0.61 -0.125
H -2.29 9.49 -2.24 -0.130
H 2.53 5.74 -1.37 0.479
H 4.05 7.73 -0.33 0.424
H 2.63 5.38 2.81 0.462
```

Entry 4:
DFT (ωB97M-V/def2-TZVPD) results for C22H23BN9ORbS3 as an isolated structure.

Properties
Frontier orbital gap = 4.17 eV
ΔE to the lowest compared entry with this formula, charge and spin = 91.1 kJ/mol
Net charge = -2
HOMO energy = -0.23 eV

Structure (XYZ):
```
60
Properties=species:S:1:pos:R:3:nbo_charge:R:1
Rb -0.08 0.14 0.03 0.910
C 4.85 1.46 -1.14 -0.379
C 3.56 1.62 -0.61 -0.074
N 2.72 0.74 -1.12 -0.273
N 3.43 0.00 -1.98 -0.328
C 4.71 0.40 -2.01 -0.049
B 2.84 -1.21 -2.74 0.578
N 2.57 -2.39 -1.77 -0.327
C 3.16 -3.60 -1.82 -0.044
C 2.69 -4.34 -0.75 -0.386
C 1.81 -3.46 -0.10 -0.069
N 1.74 -2.30 -0.72 -0.272
N 1.57 -0.82 -3.54 -0.325
C 1.48 -0.79 -4.88 -0.043
C 0.21 -0.37 -5.22 -0.390
C -0.41 -0.15 -3.97 -0.069
N 0.42 -0.42 -2.97 -0.271
H 5.75 2.02 -0.92 0.205
H 3.21 2.33 0.13 0.207
H 5.43 -0.10 -2.65 0.201
H 3.67 -1.58 -3.53 -0.077
H 3.86 -3.84 -2.60 0.201
H 2.95 -5.35 -0.49 0.207
H 1.22 -3.63 0.80 0.204
H 2.32 -1.07 -5.49 0.202
H -0.21 -0.24 -6.20 0.206
H -1.41 0.19 -3.76 0.205
S -2.26 -0.32 3.90 -0.431
C -2.42 0.62 2.47 -0.503
S -1.63 2.16 2.34 -0.477
S -3.27 0.03 1.07 -0.471
N 2.01 -1.66 7.16 -0.821
C 3.03 -1.41 6.29 0.664
O 4.20 -1.62 6.60 -0.637
C 2.62 -0.87 4.96 -0.141
C 3.46 -1.05 3.87 -0.239
C 3.02 -0.61 2.63 0.032
N 1.84 -0.02 2.43 -0.436
C 1.06 0.19 3.49 0.046
C 1.40 -0.23 4.77 -0.231
H 2.24 -2.12 8.02 0.390
H 1.06 -1.67 6.84 0.408
H 4.42 -1.53 3.99 0.222
H 3.63 -0.76 1.74 0.200
H 0.10 0.68 3.32 0.271
H 0.71 -0.04 5.57 0.225
C -3.06 4.97 -4.32 -0.627
C -2.24 4.17 -3.35 0.002
C -0.94 3.78 -3.64 -0.284
C -0.24 3.03 -2.71 0.051
N -0.74 2.65 -1.54 -0.442
C -2.00 3.02 -1.25 0.050
C -2.77 3.77 -2.13 -0.270
H -2.50 5.18 -5.23 0.203
H -3.36 5.93 -3.88 0.212
H -3.98 4.44 -4.59 0.214
H -0.48 4.05 -4.59 0.198
H 0.77 2.69 -2.92 0.202
H -2.38 2.68 -0.29 0.265
H -3.79 4.02 -1.85 0.206
```

Please write out number 1 again, unchanged.
DFT (ωB97M-V/def2-TZVPD) results for the molecule C22H22N2O4S.

Properties
Frontier orbital gap = 8.69 eV
SMILES string = CC(C)(C)c1ccc(-c2nnc(SCC(=O)c3ccc4c(c3)OCCO4)o2)cc1
ΔE to the lowest compared entry with this formula, charge and spin = 88.4 kJ/mol
HOMO energy = -8.65 eV

Structure (XYZ):
```
51
Properties=species:S:1:pos:R:3:nbo_charge:R:1
C 2.44 3.15 -1.99 -0.608
C 1.02 2.77 -2.42 -0.070
C 1.13 1.86 -3.65 -0.597
C 0.27 4.05 -2.80 -0.597
C 0.25 2.06 -1.32 0.002
C -1.05 1.61 -1.58 -0.181
C -1.80 0.98 -0.62 -0.175
C -1.27 0.78 0.66 -0.143
C -2.04 0.09 1.66 0.472
N -3.23 -0.44 1.51 -0.293
N -3.54 -1.04 2.66 -0.269
C -2.55 -0.86 3.47 0.255
S -2.42 -1.38 5.12 0.290
C -1.03 -2.60 5.04 -0.609
C 0.11 -2.16 4.14 0.568
O 1.08 -1.61 4.61 -0.531
C -0.04 -2.40 2.69 -0.193
C -1.10 -3.09 2.10 -0.186
C -1.22 -3.14 0.73 -0.266
C -0.28 -2.53 -0.09 0.319
C 0.83 -1.90 0.49 0.205
C 0.94 -1.84 1.86 -0.187
O 1.82 -1.34 -0.28 -0.485
C 1.80 -1.77 -1.62 -0.098
C 0.37 -1.71 -2.17 -0.099
O -0.47 -2.58 -1.44 -0.489
O -1.56 -0.12 2.90 -0.417
C 0.02 1.23 0.93 -0.154
C 0.76 1.86 -0.05 -0.223
H 2.42 3.85 -1.16 0.212
H 2.96 3.63 -2.82 0.214
H 3.01 2.27 -1.70 0.210
H 0.15 1.58 -4.03 0.208
H 1.67 0.95 -3.40 0.201
H 1.67 2.37 -4.45 0.212
H -0.72 3.83 -3.18 0.208
H 0.16 4.70 -1.93 0.214
H 0.82 4.60 -3.56 0.208
H -1.49 1.76 -2.56 0.207
H -2.80 0.62 -0.82 0.239
H -0.67 -2.64 6.07 0.257
H -1.46 -3.56 4.75 0.229
H -1.87 -3.57 2.70 0.223
H -2.05 -3.64 0.26 0.235
H 1.78 -1.32 2.31 0.249
H 2.46 -1.10 -2.17 0.202
H 2.17 -2.80 -1.69 0.182
H 0.33 -2.04 -3.21 0.202
H 0.00 -0.68 -2.08 0.194
H 0.44 1.08 1.92 0.230
H 1.76 2.18 0.20 0.222
```

Q: Number 1 is which compound?
A: C22H22N2O4S